Entry 1:
{"formula": "C4H31N3O9", "method": "ωB97M-V with the def2-TZVPD basis set", "smiles": "NCCNCCN.O.O.O.O.O.O.O.O.O", "total_charge": 0, "elements": ["N", "C", "C", "N", "C", "C", "N", "H", "H", "H", "H", "H", "H", "H", "H", "H", "H", "H", "H", "H", "O", "H", "H", "O", "H", "H", "O", "H", "H", "O", "H", "H", "O", "H", "H", "O", "H", "H", "O", "H", "H", "O", "H", "H", "O", "H", "H"], "xyz": [[-1.837, 1.493, 1.219], [-2.381, 0.761, 0.072], [-1.418, 0.182, -0.989], [-0.115, -0.001, -0.327], [0.574, -1.202, -0.872], [0.577, -2.442, 0.094], [1.996, -2.849, 0.275], [-0.963, 1.108, 1.556], [-1.703, 2.425, 0.841], [-3.335, 1.230, -0.204], [-2.720, -0.137, 0.683], [-1.709, -0.811, -1.322], [-1.331, 1.048, -1.678], [0.501, 0.770, -0.167], [0.218, -1.331, -1.895], [1.609, -0.906, -1.022], [0.175, -2.200, 1.073], [0.079, -3.264, -0.426], [2.036, -3.862, 0.319], [2.413, -2.538, 1.150], [1.687, 0.892, 1.954], [0.983, 1.409, 1.526], [1.053, 0.397, 2.491], [2.499, 1.939, -1.270], [3.011, 1.354, -0.691], [1.591, 1.654, -1.332], [-2.744, -2.434, 0.921], [-2.853, -3.356, 0.673], [-2.021, -2.094, 0.386], [1.812, -0.998, -3.497], [1.364, -1.638, -4.049], [2.747, -1.024, -3.744], [-0.667, -0.802, 3.062], [-1.265, -1.470, 2.714], [-1.278, -0.106, 3.350], [-1.842, 0.017, -4.103], [-1.117, -0.190, -3.523], [-2.330, 0.773, -3.768], [2.219, -1.763, 3.116], [1.344, -1.429, 2.930], [2.953, -1.138, 3.178], [0.333, 3.320, 1.910], [1.224, 3.370, 2.273], [0.493, 3.767, 1.071], [-0.346, 3.762, -1.115], [-0.997, 4.402, -0.773], [-0.519, 3.913, -2.070]], "atomic_forces_ev_per_a": [[-0.386, 1.556, -1.351], [-1.305, -3.591, 3.239], [0.984, 3.280, 1.845], [-0.762, -2.405, -0.561], [0.434, 1.431, 1.213], [1.665, 0.609, -1.191], [-0.105, -0.832, -0.229], [-0.138, 0.055, -0.435], [0.673, 0.209, 0.863], [0.566, 0.057, -0.591], [-0.201, 0.503, -1.334], [-0.420, 0.521, -0.638], [-0.059, -1.072, -0.868], [-0.276, 0.309, -0.347], [-0.122, -0.762, 0.281], [0.148, -0.370, 0.130], [-0.681, 0.113, -0.159], [-0.267, -0.075, 0.472], [0.104, 0.056, -0.048], [-0.483, 0.244, -0.104], [-0.917, 0.095, -0.015], [0.764, 0.615, -0.189], [0.475, -0.545, 0.368], [0.895, 0.506, 0.024], [-0.653, -0.006, -0.168], [-0.163, -0.441, 0.070], [-0.061, 0.007, 0.262], [0.084, -0.052, -0.030], [0.080, -0.086, -0.066], [0.385, 0.317, -0.097], [0.068, -0.233, -0.280], [-0.338, -0.036, -0.005], [-0.196, 0.317, 0.271], [-0.094, -0.275, -0.251], [0.210, -0.031, -0.003], [-0.540, -0.278, -1.050], [0.262, 0.308, 0.500], [0.283, -0.066, 0.313], [0.985, -1.415, 0.343], [0.055, 0.854, 0.130], [-1.027, 0.394, -0.235], [0.463, 0.430, -0.235], [0.026, -0.228, 0.512], [-0.362, 0.003, -0.406], [-0.999, 0.816, -0.898], [0.315, -0.334, 0.359], [0.631, -0.472, 0.589]]}

Entry 2:
{"formula": "C44H40ClF9O29", "method": "ωB97M-V with the def2-TZVPD basis set", "smiles": "C[C@H](Cl)Cc1cccc2c1C(=O)c1ccccc1C2=O.O=C1OC[C@@H](F)O1.O=C1OC[C@@H](F)O1.O=C1OC[C@@H](F)O1.O=C1OC[C@@H](F)O1.O=C1OC[C@@H](F)O1.O=C1OC[C@@H](F)O1.O=C1OC[C@@H](F)O1.O=C1OC[C@@H](F)O1.O=C1OC[C@@H](F)O1", "total_charge": 0, "elements": ["C", "C", "Cl", "C", "C", "C", "C", "C", "C", "C", "C", "O", "C", "C", "C", "C", "C", "C", "C", "O", "H", "H", "H", "H", "H", "H", "H", "H", "H", "H", "H", "H", "H", "O", "C", "O", "C", "C", "F", "O", "H", "H", "H", "O", "C", "O", "C", "C", "F", "O", "H", "H", "H", "O", "C", "O", "C", "C", "F", "O", "H", "H", "H", "O", "C", "O", "C", "C", "F", "O", "H", "H", "H", "O", "C", "O", "C", "C", "F", "O", "H", "H", "H", "O", "C", "O", "C", "C", "F", "O", "H", "H", "H", "O", "C", "O", "C", "C", "F", "O", "H", "H", "H", "O", "C", "O", "C", "C", "F", "O", "H", "H", "H", "O", "C", "O", "C", "C", "F", "O", "H", "H", "H"], "xyz": [[1.366, 6.996, -4.634], [0.406, 5.818, -4.815], [0.357, 5.337, -6.550], [-1.028, 6.075, -4.351], [-1.086, 6.386, -2.877], [-1.330, 7.694, -2.452], [-1.362, 8.026, -1.102], [-1.135, 7.053, -0.135], [-0.873, 5.749, -0.536], [-0.865, 5.408, -1.898], [-0.588, 3.972, -2.220], [-1.135, 3.363, -3.114], [0.412, 3.325, -1.323], [1.317, 2.393, -1.816], [2.235, 1.817, -0.949], [2.224, 2.133, 0.407], [1.315, 3.058, 0.906], [0.415, 3.667, 0.034], [-0.566, 4.695, 0.486], [-1.072, 4.691, 1.587], [0.989, 7.705, -3.899], [2.344, 6.648, -4.302], [1.511, 7.527, -5.574], [0.804, 4.946, -4.296], [-1.464, 6.882, -4.935], [-1.599, 5.171, -4.555], [-1.501, 8.453, -3.204], [-1.566, 9.048, -0.810], [-1.148, 7.307, 0.916], [1.302, 2.137, -2.868], [2.938, 1.095, -1.343], [2.917, 1.602, 1.042], [1.291, 3.298, 1.961], [-1.917, 9.090, -5.689], [-2.227, 10.220, -5.522], [-2.168, 11.192, -6.458], [-2.775, 12.374, -5.929], [-2.661, 12.144, -4.435], [-3.707, 12.655, -3.748], [-2.684, 10.732, -4.345], [-3.823, 12.412, -6.229], [-2.252, 13.257, -6.283], [-1.736, 12.513, -3.988], [3.851, 0.117, 2.521], [3.506, -0.762, 1.804], [3.499, -0.696, 0.458], [3.122, -1.971, -0.073], [2.397, -2.588, 1.104], [2.578, -3.930, 1.186], [3.030, -1.969, 2.216], [4.019, -2.544, -0.315], [2.503, -1.838, -0.957], [1.330, -2.369, 1.145], [0.888, -1.149, -2.000], [0.668, -0.946, -3.149], [1.455, -0.210, -3.957], [0.945, -0.294, -5.292], [-0.502, -0.671, -5.042], [-1.001, -1.486, -6.003], [-0.426, -1.385, -3.820], [1.469, -1.086, -5.826], [1.070, 0.656, -5.803], [-1.178, 0.176, -4.915], [3.419, -2.396, 8.299], [3.862, -2.740, 7.252], [3.878, -1.956, 6.159], [4.538, -2.652, 5.098], [4.398, -4.093, 5.544], [5.457, -4.855, 5.194], [4.346, -3.973, 6.962], [5.589, -2.360, 5.066], [4.059, -2.428, 4.153], [3.485, -4.587, 5.206], [3.422, -2.621, -5.126], [2.779, -3.603, -4.947], [1.446, -3.617, -4.744], [0.997, -4.984, -4.735], [2.272, -5.718, -4.376], [2.367, -6.930, -4.962], [3.276, -4.864, -4.907], [0.642, -5.262, -5.724], [0.193, -5.112, -4.016], [2.446, -5.836, -3.305], [1.125, -1.380, 3.813], [0.960, -1.102, 4.952], [1.557, -0.086, 5.607], [1.000, 0.011, 6.921], [0.444, -1.383, 7.125], [-0.698, -1.395, 7.868], [0.136, -1.783, 5.804], [0.197, 0.750, 6.923], [1.768, 0.285, 7.638], [1.153, -2.089, 7.556], [-7.124, -1.423, 8.980], [-6.033, -1.785, 8.710], [-4.923, -1.012, 8.721], [-3.780, -1.843, 8.499], [-4.397, -3.037, 7.802], [-3.776, -4.205, 8.118], [-5.707, -3.057, 8.326], [-3.350, -2.138, 9.457], [-3.037, -1.324, 7.905], [-4.445, -2.957, 6.715], [-2.201, -9.977, 7.678], [-2.826, -9.169, 8.273], [-3.737, -8.330, 7.727], [-4.395, -7.621, 8.781], [-3.383, -7.719, 9.902], [-3.963, -7.799, 11.123], [-2.725, -8.937, 9.613], [-5.318, -8.138, 9.049], [-4.613, -6.601, 8.479], [-2.647, -6.913, 9.920], [-0.637, -6.752, -6.711], [-0.407, -6.811, -7.873], [0.726, -7.311, -8.411], [0.572, -7.361, -9.833], [-0.511, -6.325, -10.067], [-1.329, -6.650, -11.092], [-1.238, -6.369, -8.852], [0.222, -8.351, -10.127], [1.514, -7.137, -10.323], [-0.144, -5.309, -10.222]], "atomic_forces_ev_per_a": [[0.088, -0.009, -0.133], [0.111, 0.189, 0.190], [0.034, -0.144, -0.053], [-0.030, -0.314, -0.099], [-0.179, 0.037, 0.182], [0.047, -0.173, 0.084], [0.012, -0.177, -0.063], [-0.087, 0.038, -0.209], [-0.041, 0.105, -0.148], [0.060, 0.185, 0.126], [0.009, 0.016, 0.116], [0.168, 0.015, -0.186], [0.105, -0.011, 0.146], [-0.103, 0.110, 0.136], [-0.234, 0.065, -0.167], [-0.030, -0.150, -0.294], [-0.132, -0.144, -0.147], [0.145, -0.061, -0.121], [-0.092, -0.063, 0.102], [0.269, 0.159, -0.050], [-0.013, -0.047, 0.070], [-0.012, 0.017, -0.015], [-0.112, 0.038, 0.027], [-0.077, -0.026, -0.051], [0.074, 0.134, 0.061], [-0.041, 0.062, -0.006], [-0.018, 0.004, 0.017], [0.022, -0.028, 0.023], [-0.014, -0.101, 0.029], [-0.005, -0.016, 0.037], [0.035, 0.004, 0.123], [-0.004, 0.344, 0.214], [-0.034, 0.037, -0.007], [-0.013, -0.016, -0.001], [-0.104, 0.081, -0.047], [-0.017, 0.037, -0.034], [-0.016, 0.041, -0.040], [-0.001, -0.079, -0.022], [-0.070, -0.050, -0.038], [0.208, 0.036, 0.089], [-0.027, 0.024, 0.058], [0.100, -0.078, -0.034], [-0.049, 0.065, 0.062], [0.201, -0.101, 0.175], [-0.183, -0.231, -0.099], [0.122, 0.008, -0.037], [0.000, -0.145, -0.141], [0.006, 0.166, 0.099], [0.101, -0.044, 0.024], [0.287, 0.024, -0.414], [0.026, -0.051, 0.080], [0.056, 0.115, 0.198], [-0.031, -0.108, 0.026], [-0.054, -0.219, 0.098], [-0.098, 0.149, -0.372], [0.031, -0.052, 0.047], [0.001, 0.013, -0.118], [0.019, -0.030, -0.036], [0.074, -0.066, 0.040], [-0.052, 0.235, 0.200], [-0.032, -0.023, -0.007], [0.007, 0.069, 0.140], [-0.059, -0.031, -0.068], [0.083, -0.090, 0.247], [-0.115, 0.016, -0.208], [0.022, 0.074, -0.043], [0.114, 0.009, -0.148], [-0.007, 0.021, 0.051], [0.062, 0.058, 0.097], [-0.144, -0.002, 0.012], [0.024, -0.056, 0.030], [-0.136, 0.030, 0.043], [0.051, -0.067, -0.069], [0.000, 0.042, -0.072], [0.023, -0.088, -0.070], [-0.071, -0.017, 0.033], [-0.081, 0.087, 0.061], [0.038, 0.022, -0.068], [0.009, 0.039, -0.099], [0.035, 0.028, 0.222], [0.083, -0.064, 0.033], [0.042, 0.131, 0.064], [-0.012, -0.086, -0.002], [-0.325, 0.072, 0.101], [-0.080, 0.191, 0.248], [-0.112, 0.077, -0.070], [0.020, 0.043, 0.040], [0.134, -0.066, -0.137], [-0.019, 0.075, -0.073], [0.139, -0.197, -0.006], [-0.035, -0.026, 0.029], [0.116, -0.068, -0.102], [-0.122, 0.031, 0.185], [-0.060, -0.004, 0.050], [0.114, -0.020, 0.073], [0.041, 0.000, 0.007], [0.028, 0.026, 0.008], [-0.103, 0.033, 0.050], [0.008, -0.036, 0.100], [-0.039, 0.022, -0.212], [0.020, -0.069, -0.018], [-0.100, 0.117, -0.037], [0.079, -0.098, -0.017], [0.013, -0.073, -0.018], [-0.114, 0.015, 0.052], [-0.045, 0.034, -0.013], [-0.077, 0.097, -0.020], [0.019, -0.094, -0.035], [-0.041, -0.082, -0.010], [0.164, 0.130, -0.019], [0.016, -0.009, 0.086], [0.091, -0.026, -0.126], [-0.037, 0.043, 0.093], [-0.077, -0.034, -0.053], [-0.045, -0.141, -0.039], [0.057, -0.024, -0.051], [0.037, -0.033, -0.022], [-0.022, -0.025, 0.083], [-0.038, -0.084, 0.031], [0.063, 0.202, -0.009], [-0.044, 0.018, -0.051], [0.043, 0.052, 0.116], [-0.042, 0.007, -0.094]]}

Entry 3:
{"formula": "C49H37FGaO6S2", "method": "ωB97M-V with the def2-TZVPD basis set", "total_charge": 1, "elements": ["Ga", "C", "C", "C", "C", "C", "C", "C", "S", "O", "C", "C", "C", "C", "C", "C", "C", "C", "C", "C", "C", "C", "C", "C", "C", "C", "C", "C", "C", "C", "S", "O", "C", "C", "C", "C", "C", "C", "C", "H", "H", "H", "H", "H", "H", "H", "H", "H", "H", "H", "H", "H", "H", "H", "H", "H", "H", "H", "H", "H", "H", "H", "H", "H", "H", "F", "C", "C", "C", "C", "C", "C", "C", "H", "H", "H", "H", "H", "H", "O", "C", "O", "C", "C", "C", "C", "O", "C", "O", "C", "C", "H", "H", "H", "H", "H"], "xyz": [[-0.086, -1.706, 0.368], [6.520, 2.175, 2.864], [5.210, 1.917, 2.196], [4.246, 1.133, 2.825], [3.039, 0.858, 2.210], [2.790, 1.391, 0.958], [3.734, 2.172, 0.309], [4.939, 2.433, 0.932], [1.284, 1.034, 0.073], [0.604, -0.033, 0.953], [0.345, 2.532, 0.385], [0.653, 3.483, 1.366], [-0.065, 4.644, 1.410], [-1.071, 4.915, 0.456], [-1.731, 6.161, 0.419], [-2.679, 6.420, -0.533], [-3.021, 5.440, -1.479], [-2.407, 4.218, -1.466], [-1.410, 3.927, -0.509], [-0.695, 2.704, -0.500], [-1.020, 1.643, -1.479], [-0.517, 1.756, -2.807], [0.467, 2.709, -3.138], [0.995, 2.753, -4.399], [0.524, 1.888, -5.397], [-0.437, 0.959, -5.108], [-0.955, 0.842, -3.801], [-1.837, -0.203, -3.441], [-2.208, -0.367, -2.138], [-1.808, 0.563, -1.161], [-2.254, 0.089, 0.532], [-1.958, 1.212, 1.409], [-4.052, 0.134, 0.250], [-4.675, 1.361, 0.105], [-6.042, 1.405, -0.103], [-6.798, 0.236, -0.162], [-8.281, 0.298, -0.351], [-6.148, -0.984, 0.002], [-4.779, -1.041, 0.209], [6.378, 2.414, 3.916], [7.050, 2.990, 2.379], [7.141, 1.282, 2.809], [4.447, 0.730, 3.806], [2.292, 0.240, 2.685], [3.514, 2.573, -0.669], [5.681, 3.035, 0.431], [1.448, 3.288, 2.070], [0.145, 5.391, 2.162], [-1.455, 6.911, 1.147], [-3.169, 7.381, -0.568], [-3.778, 5.657, -2.219], [-2.659, 3.469, -2.202], [0.815, 3.385, -2.373], [1.779, 3.455, -4.632], [0.931, 1.953, -6.393], [-0.802, 0.288, -5.871], [-2.167, -0.897, -4.202], [-2.829, -1.202, -1.839], [-4.089, 2.266, 0.164], [-6.532, 2.362, -0.209], [-8.568, 1.164, -0.944], [-8.769, 0.385, 0.620], [-8.659, -0.600, -0.833], [-6.723, -1.898, -0.019], [-4.281, -1.991, 0.346], [5.882, -0.143, -1.766], [4.631, -0.633, -1.734], [3.631, 0.016, -2.437], [2.343, -0.485, -2.387], [2.046, -1.624, -1.637], [0.648, -2.130, -1.568], [3.079, -2.253, -0.941], [4.372, -1.769, -0.988], [3.858, 0.893, -3.023], [1.562, 0.012, -2.949], [0.602, -3.216, -1.651], [0.037, -1.686, -2.350], [2.879, -3.142, -0.362], [5.174, -2.259, -0.459], [-0.876, -3.322, 1.372], [0.318, -3.613, 1.723], [1.229, -2.765, 1.505], [0.674, -4.888, 2.338], [2.027, -5.133, 2.590], [2.453, -6.293, 3.216], [1.480, -7.193, 3.593], [1.622, -8.364, 4.248], [0.318, -8.891, 4.416], [-0.607, -8.017, 3.801], [0.119, -6.968, 3.321], [-0.312, -5.832, 2.689], [2.753, -4.394, 2.287], [3.493, -6.486, 3.420], [0.096, -8.979, 5.490], [0.265, -9.884, 3.948], [-1.352, -5.660, 2.473]], "atomic_forces_ev_per_a": [[1.188, -1.120, -1.083], [0.079, -0.043, 0.013], [-0.149, -0.021, -0.038], [0.013, 0.067, -0.109], [-0.274, -0.123, 0.010], [-0.021, -0.161, -0.251], [-0.198, -0.058, -0.063], [-0.059, -0.017, 0.062], [0.041, 1.152, 0.610], [-0.209, -0.428, 0.527], [-0.030, -0.308, -0.683], [0.073, 0.158, 0.244], [0.178, -0.187, 0.031], [-0.071, -0.219, -0.197], [-0.167, 0.114, -0.113], [0.171, 0.075, 0.264], [-0.025, -0.272, -0.106], [-0.114, 0.077, -0.057], [0.131, 0.177, 0.307], [0.511, 0.102, 0.268], [-0.302, -0.333, 0.117], [-0.205, -0.250, -0.290], [0.041, 0.114, -0.101], [-0.012, 0.069, 0.191], [-0.154, -0.221, -0.075], [0.092, 0.091, -0.081], [0.159, 0.182, 0.180], [-0.141, -0.041, 0.291], [-0.124, -0.099, -0.459], [0.271, -0.112, 0.025], [-1.190, 0.670, -1.179], [0.195, 0.347, 0.924], [0.344, -0.661, 0.191], [0.156, 0.168, 0.017], [0.184, -0.064, 0.042], [0.119, -0.103, 0.013], [-0.043, -0.001, 0.069], [-0.049, 0.079, -0.032], [0.101, -0.082, 0.054], [0.042, 0.048, 0.060], [0.094, 0.058, 0.031], [0.112, -0.021, 0.019], [0.014, -0.056, 0.112], [-0.015, -0.070, 0.065], [0.071, 0.062, -0.178], [0.061, 0.070, -0.051], [0.047, 0.059, 0.062], [0.070, 0.029, 0.058], [-0.029, 0.068, 0.043], [-0.027, 0.082, 0.040], [-0.027, -0.001, -0.070], [-0.090, -0.050, -0.079], [0.061, 0.134, 0.050], [0.076, 0.154, -0.029], [0.040, -0.006, -0.140], [0.000, -0.104, -0.092], [-0.034, -0.051, -0.028], [-0.037, -0.037, -0.099], [0.042, 0.163, 0.015], [-0.030, 0.095, -0.037], [-0.024, 0.021, -0.037], [-0.079, 0.005, 0.025], [-0.031, -0.031, -0.034], [-0.044, -0.105, -0.030], [-0.007, -0.111, 0.029], [0.042, 0.041, -0.025], [-0.267, -0.041, 0.057], [0.207, -0.043, 0.006], [0.176, -0.332, -0.026], [0.120, 0.064, 0.093], [-0.878, 0.211, 0.961], [-0.101, 0.043, -0.151], [0.212, 0.252, -0.107], [0.111, 0.104, -0.073], [-0.057, 0.015, -0.005], [-0.071, -0.018, 0.064], [-0.047, -0.087, 0.102], [-0.083, -0.048, 0.055], [0.110, -0.033, 0.050], [-0.091, 0.871, -0.458], [0.261, -0.721, 0.461], [-0.281, 0.760, -0.433], [0.219, -0.379, 0.217], [-0.332, 0.185, -0.124], [-0.123, -0.438, 0.228], [-0.573, 0.454, -0.264], [0.403, 0.221, -0.149], [-0.327, -1.041, 0.583], [-0.206, 0.285, -0.236], [0.656, 0.164, 0.042], [0.074, -0.123, 0.085], [0.017, 0.071, 0.025], [0.140, 0.001, 0.011], [0.054, 0.123, -0.253], [0.010, 0.259, 0.013], [-0.140, 0.056, 0.017]]}

Listing relative energy (zero: lowest compared OMol25 entry of this formula, charge and spin) for the structures above in their given order: 224.16, 0.00, 0.00 kJ/mol.
Listing HOMO for the structures above in their given order: -8.473, -9.368, -10.333 eV.
Listing max |F| for the structures above in their given order: 0.09741, 0.00981, 0.03809 hartree/bohr.